{
  "formula": "C48H70CsFNO3P3Si",
  "method": "wB97M-V/def2-TZVPD",
  "e_tot_ev": -97556.2691,
  "largest_force_ha_per_bohr": 0.0366,
  "homo_energy_ev": -1.7214,
  "homo_lumo_gap_ev": 5.320,
  "lumo_energy_ha": 0.132,
  "total_charge": -2,
  "species": ["Cs", "C", "C", "C", "P", "C", "C", "C", "C", "C", "C", "C", "C", "C", "Si", "C", "C", "C", "C", "C", "C", "P", "C", "C", "C", "C", "C", "C", "C", "C", "C", "C", "C", "C", "P", "C", "C", "C", "C", "C", "C", "H", "H", "H", "H", "H", "H", "H", "H", "H", "H", "H", "H", "H", "H", "H", "H", "H", "H", "H", "H", "H", "H", "H", "H", "H", "H", "H", "H", "H", "H", "H", "H", "H", "H", "H", "H", "H", "H", "H", "H", "H", "H", "H", "H", "H", "H", "H", "H", "H", "H", "H", "H", "H", "H", "O", "H", "H", "O", "H", "H", "O", "H", "H", "F", "C", "C", "C", "C", "C", "C", "N", "C", "C", "C", "C", "C", "C", "H", "H", "H", "H", "H", "H", "H", "H", "H", "H"],
  "coordinates": [[6.71738, -7.15913, 19.90515], [2.21142, -4.18743, 16.50680], [3.43115, -4.53588, 15.63051], [2.92413, -4.72221, 14.20182], [4.28592, -5.96458, 16.54345], [6.00544, -6.10244, 15.75170], [6.27770, -5.58730, 14.34761], [6.48785, -7.53283, 15.88266], [3.39310, -7.44408, 15.97263], [3.32710, -7.70003, 14.59791], [2.59448, -8.76533, 14.08012], [1.92667, -9.58073, 14.95946], [2.02251, -9.39343, 16.31827], [2.79351, -8.35121, 16.89940], [3.13137, -8.16802, 18.83706], [2.60117, -9.99606, 19.14476], [1.37485, -10.31462, 19.73024], [1.04751, -11.60021, 20.12806], [1.93030, -12.62678, 19.88368], [3.13143, -12.34775, 19.29700], [3.52809, -11.04308, 18.91973], [5.23355, -10.68762, 18.29133], [6.26803, -12.09143, 18.91858], [6.25870, -13.44528, 18.23669], [7.70734, -11.50936, 18.97904], [4.99733, -10.98636, 16.45872], [4.11205, -12.13651, 16.00703], [6.30562, -10.92691, 15.70436], [1.48544, -7.19201, 19.22138], [0.26156, -7.43980, 18.58273], [-0.94294, -6.83437, 18.96676], [-0.93638, -5.98226, 20.06483], [0.25959, -5.67339, 20.68663], [1.47829, -6.21597, 20.25046], [3.04799, -5.83538, 21.19012], [2.71650, -4.09078, 21.81199], [2.61457, -3.12172, 20.63107], [3.82617, -3.66508, 22.75935], [2.68067, -6.79309, 22.76991], [1.96360, -8.09790, 22.44552], [3.97049, -7.09860, 23.50991], [1.60087, -3.40620, 16.03940], [2.49288, -3.87063, 17.52709], [1.58283, -5.06312, 16.62625], [4.14655, -3.69273, 15.69053], [2.09988, -5.40065, 14.18623], [3.71862, -5.11028, 13.55329], [2.57852, -3.77592, 13.77501], [6.63963, -5.48935, 16.44191], [5.89530, -6.24878, 13.55845], [7.32515, -5.42807, 14.17894], [5.76751, -4.63618, 14.12910], [6.02109, -8.16574, 15.17845], [6.26147, -7.94737, 16.88090], [7.57488, -7.59753, 15.78712], [3.89170, -7.10673, 13.89266], [2.56173, -8.86995, 13.02420], [1.41231, -10.43886, 14.57361], [1.52248, -10.09511, 16.96243], [0.72793, -9.48770, 19.95510], [0.09674, -11.73032, 20.67385], [1.71073, -13.66250, 20.13692], [3.82703, -13.18925, 19.13094], [5.89540, -12.22439, 19.92776], [6.79406, -13.39519, 17.28770], [5.29376, -13.85203, 18.00083], [6.77061, -14.18219, 18.82725], [8.05643, -11.29144, 17.96438], [8.38325, -12.21678, 19.44890], [7.72853, -10.57100, 19.52590], [4.43199, -10.09411, 16.16639], [4.59643, -13.11745, 16.00888], [3.75718, -11.91853, 14.98597], [3.22650, -12.23997, 16.64794], [6.92242, -11.80737, 15.86121], [6.90421, -10.03333, 15.96819], [6.07746, -10.84461, 14.65247], [0.24955, -8.14840, 17.76195], [-1.85137, -7.06951, 18.43607], [-1.88523, -5.58786, 20.43623], [0.20516, -4.99625, 21.54065], [1.79690, -4.11230, 22.38980], [3.47332, -3.20953, 19.93978], [2.57450, -2.12266, 21.02024], [1.69567, -3.25745, 20.07888], [4.80387, -3.71497, 22.29053], [3.81913, -4.29972, 23.64441], [3.66606, -2.62006, 23.05169], [2.01832, -6.16316, 23.41195], [2.56849, -8.69276, 21.76768], [1.01648, -7.91082, 21.98029], [1.79638, -8.72720, 23.33600], [4.59271, -7.74369, 22.92237], [3.81147, -7.65259, 24.44456], [4.49675, -6.15892, 23.77133], [9.81257, -9.26119, 17.26233], [9.92841, -8.38210, 16.87602], [9.96409, -9.16735, 18.23343], [4.73976, -10.62091, 22.07980], [5.66192, -10.45428, 21.84964], [4.30272, -10.83410, 21.23001], [8.08627, -4.71574, 18.94513], [9.06051, -4.88625, 19.01331], [7.97510, -3.70117, 19.44789], [7.87744, -2.73358, 20.22009], [13.76026, -6.47926, 21.41447], [12.95029, -6.21442, 20.30921], [11.76086, -6.87162, 20.07849], [11.32472, -7.89301, 21.00021], [12.15057, -8.08681, 22.16100], [13.33875, -7.41486, 22.32090], [10.15443, -8.51753, 20.76590], [9.85946, -9.68593, 21.43748], [8.55867, -9.87519, 21.95252], [8.25041, -11.06487, 22.62276], [9.22397, -12.04311, 22.82806], [10.49150, -11.85849, 22.35311], [10.81153, -10.71538, 21.63490], [14.66283, -5.90267, 21.55511], [13.26212, -5.47617, 19.57375], [11.17430, -6.63108, 19.19544], [11.77703, -8.75612, 22.92187], [13.90854, -7.53404, 23.24547], [7.81809, -9.06797, 21.88471], [7.27133, -11.20829, 23.04374], [8.97001, -12.95753, 23.37018], [11.23672, -12.64057, 22.49616], [11.81361, -10.53670, 21.26159]],
  "mulliken_charge": [1.62, -1.38, 0.48, -1.82, 0.26, 1.08, -1.72, -1.86, 0.44, -0.23, -1.27, -1.42, 0.59, -0.52, -0.37, 1.17, -0.08, -0.84, -1.08, 0.34, -1.76, 1.47, 0.95, -1.98, -1.80, 3.29, -1.76, -1.64, 0.68, 0.27, -1.00, -0.79, -0.08, -0.80, 0.37, 0.71, -1.61, -1.65, 0.75, -1.50, -1.34, 0.49, 0.17, 0.26, 0.61, 0.40, 0.33, 0.48, 0.46, 0.28, 0.50, 0.38, 0.41, -0.02, 0.45, 0.11, 0.44, 0.39, 0.49, 0.21, 0.29, 0.32, 0.03, 0.70, 0.32, 0.36, 0.40, 0.24, 0.54, 0.29, -2.27, 0.33, 0.44, 0.29, 0.36, 0.13, 0.46, 0.35, 0.40, 0.35, 0.11, 0.19, 0.25, 0.55, 0.34, 0.41, 0.31, 0.46, 0.42, -0.03, 0.33, 0.56, 0.16, 0.41, 0.29, -0.65, 0.29, 0.35, -0.78, 0.30, 0.20, -0.70, 0.17, 0.39, -0.78, -0.57, -0.37, -0.56, 0.59, -0.42, -0.54, -0.33, 0.18, -0.22, -0.56, -0.80, -0.59, -0.32, 0.34, 0.32, 0.25, 0.40, 0.27, 0.33, 0.50, 0.31, 0.33, 0.56]
}